Entry 1:
Formula: C2H7N
Source: OMol25
Level of theory: ωB97M-V/def2-TZVPD

Results
Lowest unoccupied orbital energy, Eh: 0.0426
HOMO, eV: -9.76
Gap between HOMO and LUMO, eV: 10.92
Charge: 0

Structure (XYZ):
```
10
Properties=species:S:1:pos:R:3:forces:R:3
C -1.2303 -0.6893 -2.8153 0.122 -1.030 -0.568
N -1.3333 -0.2174 -1.6610 0.654 -0.737 0.918
H -1.0835 -1.7946 -2.9299 -0.436 0.758 0.295
H -1.2575 -0.1984 -3.7918 0.153 0.612 0.179
H -1.2869 0.7725 -1.4673 -0.490 0.398 -0.816
C 1.2783 0.4295 2.5414 -1.151 1.110 -0.426
H 1.4644 0.6360 3.5871 -0.284 0.001 0.204
H 1.7071 1.2551 1.9408 0.163 -0.945 0.104
H 0.2126 0.3815 2.2765 -0.011 0.578 0.593
H 1.5290 -0.5749 2.3195 1.279 -0.745 -0.483
```
Positions in Å, forces in eV/Å.

Entry 2:
Formula: C2H7N2
Source: OMol25
Level of theory: ωB97M-V/def2-TZVPD

Results
Lowest unoccupied orbital energy, Eh: -0.1672
HOMO, eV: -14.32
Gap between HOMO and LUMO, eV: 9.77
Charge: +1

Structure (XYZ):
```
11
Properties=species:S:1:pos:R:3:forces:R:3
C 0.9120 -0.2881 -0.1542 3.160 -3.002 1.407
C -0.7910 0.6266 0.3048 -1.667 0.860 -0.999
N 0.5715 1.0305 0.2873 3.154 -0.534 1.413
N -0.4203 -0.4535 -0.6765 -3.365 -0.034 -2.289
H 1.8022 -0.6245 -0.7653 -1.146 1.027 0.688
H 1.0935 -1.6711 1.0620 -0.677 2.976 -2.209
H -1.0767 0.0918 1.1763 -0.731 -0.044 1.099
H -1.5254 1.3279 -0.1583 0.448 -0.425 0.941
H 1.1017 1.3608 1.1536 -1.353 -0.309 -1.580
H -0.6846 -0.0876 -1.6529 1.298 -0.572 1.325
H -0.9830 -1.3127 -0.5768 0.879 0.057 0.203
```
Positions in Å, forces in eV/Å.

Entry 3:
Formula: C2H7N2
Source: OMol25
Level of theory: ωB97M-V/def2-TZVPD

Results
Lowest unoccupied orbital energy, Eh: -0.1835
HOMO, eV: -15.56
Gap between HOMO and LUMO, eV: 10.57
Charge: +1

Structure (XYZ):
```
11
Properties=species:S:1:pos:R:3:forces:R:3
C -1.6120 0.1937 -0.3200 0.454 1.223 -1.887
N -0.1662 0.6693 -0.2352 1.628 -0.868 1.036
C 0.8142 -0.2755 -0.2619 -0.721 0.873 4.545
N 1.9868 -0.3502 0.5089 -3.405 -0.389 -3.260
H -1.7210 -0.8305 -0.6464 0.501 -0.410 0.523
H -2.2509 0.4621 0.5037 0.557 -0.178 0.933
H -2.0599 0.7304 -1.1377 -0.112 0.430 -0.485
H 0.0068 1.6092 0.2330 -0.231 -1.739 -0.948
H 0.4048 -1.2548 -0.5211 0.647 0.237 -0.578
H 2.4100 0.3273 1.0779 0.179 1.559 0.454
H 2.1873 -1.2810 0.7987 0.502 -0.738 -0.333
```
Positions in Å, forces in eV/Å.

Entry 4:
Formula: C2H7N2
Source: OMol25
Level of theory: ωB97M-V/def2-TZVPD

Results
Lowest unoccupied orbital energy, Eh: -0.3319
HOMO, eV: -12.81
Gap between HOMO and LUMO, eV: 3.78
Charge: +1

Structure (XYZ):
```
11
Properties=species:S:1:pos:R:3:forces:R:3
C -1.4521 -0.3813 -0.1732 -0.340 -2.012 -3.009
C -0.3691 0.3095 0.0034 -1.465 1.536 2.456
N 3.4247 0.5849 -0.6528 0.319 -0.665 -0.351
N -2.3002 -0.7003 0.7940 -0.698 0.846 2.552
H -1.8327 -0.7993 -1.1055 0.801 0.161 -0.494
H 0.1516 0.7481 0.8533 1.600 -0.248 -0.961
H 3.7518 1.0579 -1.4771 -0.106 0.174 0.139
H 4.0218 0.6630 0.1511 -0.220 0.226 0.052
H 2.4360 0.6023 -0.5068 0.023 0.259 0.138
H -2.1370 -0.3216 1.7190 0.210 -0.186 0.195
H -3.2965 -0.7583 0.6450 -0.123 -0.092 -0.717
```
Positions in Å, forces in eV/Å.

Entry 5:
Formula: C2H7N2
Source: OMol25
Level of theory: ωB97M-V/def2-TZVPD

Results
Lowest unoccupied orbital energy, Eh: -0.1490
HOMO, eV: -14.67
Gap between HOMO and LUMO, eV: 10.61
Charge: +1

Structure (XYZ):
```
11
Properties=species:S:1:pos:R:3:forces:R:3
N 0.7032 1.9000 0.6211 -0.825 -0.922 -0.596
C 0.5431 0.6408 -0.0736 0.512 0.765 -0.026
C -0.5814 -0.0757 -0.0950 1.951 -0.167 -1.141
N -0.2851 -1.5464 -0.4434 -2.376 -0.108 0.146
H 0.4054 1.6799 1.5668 0.157 0.398 0.256
H 0.0186 2.5720 0.2779 0.238 0.189 -0.060
H 1.4888 0.2939 -0.5819 -0.990 0.010 0.732
H -1.5684 0.2637 0.1749 -0.153 -0.558 0.115
H -0.3249 -2.0359 -1.3521 0.029 1.358 -0.586
H 0.6729 -1.6180 -0.1122 -0.262 -1.094 0.603
H -1.0723 -2.0744 0.0176 1.718 0.129 0.557
```
Positions in Å, forces in eV/Å.

Entry 6:
Formula: C2H7N2
Source: OMol25
Level of theory: ωB97M-V/def2-TZVPD

Results
Spin multiplicity: 2
Lowest unoccupied orbital energy (alpha / beta), Eh: -0.4039 / -0.4883
HOMO (alpha / beta), eV: -19.54 / -19.73
Gap between HOMO and LUMO (alpha / beta), eV: 8.55 / 6.44
Charge: +2

Structure (XYZ):
```
11
Properties=species:S:1:pos:R:3:forces:R:3
C -0.5848 -0.0372 -0.1661 -0.547 -0.930 -0.505
C -1.8581 0.1169 0.3191 -0.378 1.025 1.081
N -2.9025 0.0770 -0.4873 0.693 0.478 -1.289
N 3.5783 -0.0343 0.2596 -0.700 -0.569 1.677
H -0.3077 -0.9632 -0.6867 0.307 0.004 0.218
H -2.0642 0.5666 1.2943 0.325 -0.188 0.078
H -2.7716 -0.3337 -1.4133 -0.248 0.074 0.040
H -3.5182 0.8936 -0.4786 -0.563 -0.518 0.344
H 3.1578 0.8467 0.5683 0.435 0.474 -0.425
H 2.8949 -0.7417 -0.0168 0.308 -0.104 -0.685
H 4.3761 -0.3906 0.8076 0.369 0.253 -0.534
```
Positions in Å, forces in eV/Å.

Going through the records in order, we get ΔE to the lowest compared entry with this formula, charge and spin values of 27.72, 117.74, 31.31, 145.61, 56.35, 100.69 kcal per mole.